Molecular formula: C7H12N2P
Method: DFT, ωB97M-V/def2-TZVPD

- spin multiplicity = 1
- relative energy (zero: lowest compared OMol25 entry of this formula, charge and spin) (kJ/mol) = 290.4
- largest force on an atom (hartree/bohr) = 0.113
- gap between HOMO and LUMO (eV) = 7.794
- total charge = +1
- LUMO level (eV) = -5.2114
- HOMO (hartree) = -0.4779
- electronic energy (eV) = -19712.276
- SMILES = C=[NH+][C@@H]1N=C(C(C)C)C=P1

Element x y z (Å)
1 C -0.5556 1.9001 0.1573
2 C -1.9584 -0.2045 -0.3939
3 C 0.1157 0.6728 0.1210
4 C -2.9334 -2.4784 0.2126
5 C 2.0523 -0.8102 0.5170
6 C 2.3021 1.3595 -0.7824
7 C 1.5933 0.6163 0.3293
8 N -0.5988 -0.3902 -0.0534
9 N -2.7744 -1.2088 0.3743
10 P -2.1868 1.9368 -0.1853
11 H 0.0348 2.7776 0.2831
12 H -2.1768 -0.1111 -1.5201
13 H -3.2838 -3.2587 0.8265
14 H -2.2122 -2.7519 -0.5821
15 H 2.9975 -0.6486 0.9150
16 H 2.2405 -1.2921 -0.3490
17 H 1.3966 -1.3028 1.1440
18 H 3.3856 1.2160 -0.8136
19 H 2.3335 2.4404 -0.6664
20 H 1.7660 1.1682 -1.7827
21 H 1.7803 1.2421 1.1289
22 H -3.3181 -0.8724 1.1200

Atomic partial charges in e from the Mulliken method, atoms 1 to 5: -0.36, -0.42, 0.06, -0.12, -1.92



Molecular formula: C3H4OS
Method: DFT, ωB97M-V/def2-TZVPD

- spin multiplicity = 1
- relative energy (zero: lowest compared OMol25 entry of this formula, charge and spin) (kJ/mol) = 373.7
- largest force on an atom (hartree/bohr) = 0.113
- gap between HOMO and LUMO (eV) = 8.143
- total charge = 0
- LUMO level (eV) = -1.1612
- HOMO (hartree) = -0.3419
- electronic energy (eV) = -16054.237

Element x y z (Å)
1 C -0.9052 -0.6839 -0.3610
2 C 0.5676 -0.7346 -0.1336
3 C -0.0856 0.4588 -0.6350
4 O -1.9579 -1.2129 -0.1890
5 S -0.7002 1.9802 1.0881
6 H 1.1161 -1.1302 0.8248
7 H 1.3574 -1.1577 -0.9273
8 H 0.2680 0.9073 -1.5303
9 H 0.3397 1.5730 1.8634

Atomic partial charges in e from the Mulliken method, atoms 1 to 5: 0.66, -0.41, -0.49, -0.47, -0.21